No. 1
11
Properties=species:S:1:pos:R:3:nbo_charge:R:1 method="wB97M-V/def2-TZVPD" e_lumo_ev=0.76 e_above_lowest_kj_mol=99.50 smiles="C/C(C#N)=C/O" homo_ev=-9.3 gap_ev=10.08
O 0.49489 -2.09224 0.66961 -0.63
N -0.78540 -0.90942 -2.41324 -0.32
C -0.00243 1.48243 0.12974 -0.60
C -0.25596 0.02610 -0.04509 -0.28
C 0.18778 -0.81880 0.89303 0.25
C -0.57841 -0.47003 -1.35706 0.24
H 0.83736 1.74064 -0.53188 0.22
H 0.30997 1.73858 1.15334 0.22
H -0.91492 1.99060 -0.12392 0.22
H 0.33871 -2.21717 -0.28195 0.49
H 0.36841 -0.47070 1.90741 0.19

***

No. 2
11
Properties=species:S:1:pos:R:3:nbo_charge:R:1 method="wB97M-V/def2-TZVPD" e_lumo_ev=-0.62 e_above_lowest_kj_mol=521.76 homo_ev=-9.1 gap_ev=8.47
O 1.67320 -0.08492 -0.52271 -0.53
N -2.58174 0.30642 1.23707 -0.28
C -0.58605 -0.15662 -0.37384 -0.43
C 0.70168 -0.75590 0.25113 -0.05
C 1.05974 1.14941 -0.63213 0.02
C -1.70427 0.09134 0.51290 0.25
H -0.89892 -0.70031 -1.27336 0.27
H -0.14739 0.89053 -1.04667 0.26
H 0.80088 -1.84040 0.14749 0.20
H 0.78003 -0.46459 1.30762 0.19
H 0.90284 1.56503 0.39250 0.11

***

No. 3
11
Properties=species:S:1:pos:R:3:nbo_charge:R:1 method="wB97M-V/def2-TZVPD" e_lumo_ev=0.83 e_above_lowest_kj_mol=31.70 smiles=Oc1ccc[nH]1 homo_ev=-7.8 gap_ev=8.66
O 2.14569 0.60035 0.01827 -0.68
N -0.12089 1.12005 0.05022 -0.53
C -1.35483 0.50370 0.06766 -0.10
C 0.85466 0.17054 0.02683 0.42
C -1.14154 -0.84713 0.04668 -0.28
C 0.27101 -1.07074 0.02789 -0.40
H -1.91087 -1.60810 0.04959 0.22
H 0.78503 -2.02285 0.03276 0.22
H -2.26566 1.08417 0.08470 0.21
H 0.06373 2.10932 0.06767 0.42
H 2.67367 -0.03931 -0.47228 0.49

***

No. 4
11
Properties=species:S:1:pos:R:3:nbo_charge:R:1 method="wB97M-V/def2-TZVPD" e_lumo_ev=0.90 e_above_lowest_kj_mol=428.64 homo_ev=-8.0 gap_ev=8.91
O -0.25210 -0.74277 2.05247 -0.49
N -1.23318 -0.91071 -0.07094 -0.63
C 0.00174 -0.28092 -0.17543 0.22
C 0.58498 -0.07786 1.06977 -0.10
C -1.17426 -0.31958 1.13816 0.51
C 0.53207 0.23683 -1.47384 -0.65
H -1.82134 0.50268 1.47095 0.19
H 1.36276 0.58533 1.42051 0.23
H 1.33589 0.96567 -1.33505 0.22
H 0.93254 -0.62613 -2.01837 0.25
H -0.26910 0.66746 -2.07823 0.24

***

No. 5
11
Properties=species:S:1:pos:R:3:nbo_charge:R:1 method="wB97M-V/def2-TZVPD" e_lumo_ev=0.52 e_above_lowest_kj_mol=261.40 homo_ev=-9.0 gap_ev=9.54
O 2.21066 -0.33867 0.03717 -0.46
N -1.92578 0.63274 -0.57467 -0.43
C 0.09278 1.32689 0.78121 -0.68
C -1.12087 1.14353 0.09907 0.31
C -0.03009 -1.31242 -0.54567 -0.83
C 1.04496 -0.45080 -0.03702 0.76
H 0.71558 2.14825 0.41673 0.25
H -0.93462 -0.59944 -0.77543 0.32
H 0.24275 -1.89358 -1.43342 0.26
H 0.02016 1.29151 1.87470 0.25
H -0.40718 -1.94696 0.26616 0.27

***

No. 6
11
Properties=species:S:1:pos:R:3:nbo_charge:R:1 method="wB97M-V/def2-TZVPD" e_lumo_ev=-0.32 e_above_lowest_kj_mol=200.99 smiles="CCC(=O)C#N" homo_ev=-11.0 gap_ev=10.63
O 0.32524 -0.35442 1.50673 -0.47
N 3.45612 -0.14453 0.58564 -0.25
C 0.82729 -0.26183 0.41283 0.48
C -0.05475 -0.10107 -0.78727 -0.52
C 2.31147 -0.19470 0.41244 0.17
C -1.49912 0.37571 0.02511 -0.58
H -2.31015 0.33212 -0.69235 0.21
H -0.37480 -1.05579 -1.21373 0.25
H 0.58068 0.31800 -1.64673 0.25
H -1.83384 -0.27350 0.88180 0.25
H -1.42816 1.36002 0.51553 0.22

***

No. 7
11
Properties=species:S:1:pos:R:3:nbo_charge:R:1 method="wB97M-V/def2-TZVPD" e_lumo_ev=0.94 e_above_lowest_kj_mol=422.84 homo_ev=-9.5 gap_ev=10.43
O 1.59352 -1.14746 0.16688 -0.30
N 0.21165 -1.29575 0.18945 -0.11
C -0.30669 -0.12152 -0.00971 0.16
C 0.71624 0.94894 -0.16186 -0.44
C -1.80090 -0.00098 0.13695 -0.64
C 1.83236 0.16020 0.04364 0.09
H -2.07500 0.58623 1.02391 0.24
H -2.24369 0.49287 -0.72943 0.23
H -2.24387 -0.99621 0.25106 0.23
H 2.83869 0.49956 0.23347 0.23
H 1.47770 0.87414 -1.14436 0.32

***

No. 8
11
Properties=species:S:1:pos:R:3:nbo_charge:R:1 method="wB97M-V/def2-TZVPD" e_lumo_ev=0.40 e_above_lowest_kj_mol=105.48 smiles="C[C@H](C#N)C=O" homo_ev=-10.5 gap_ev=10.91
O -1.85275 0.63161 -0.50795 -0.50
N -0.47281 -2.50992 -0.44586 -0.29
C 0.23868 -0.17373 0.40694 -0.40
C -1.29652 0.07192 0.39744 0.45
C 0.99785 0.84947 -0.43754 -0.61
C 0.06391 -1.53612 -0.11964 0.26
H 1.15793 1.75157 0.16316 0.22
H 0.38431 1.11610 -1.29926 0.24
H 0.64616 -0.24519 1.42464 0.25
H -1.84176 -0.45793 1.20186 0.13
H 1.97500 0.50222 -0.78379 0.23